# 1
A molecular structure, C19H25BMgN5O2S2Si, computed with ωB97M-V with the def2-TZVPD basis set.

```
! wB97M-V def2-TZVPD RIJCOSX def2/J DEFGRID3
* xyz -1 1
S 0.25510 -0.13378 -2.55022
S -1.71316 -2.02707 0.21244
Si -2.99185 4.34750 0.17824
Mg -0.18735 0.05382 0.32183
O 0.20874 -0.18494 2.21171
O 1.76431 -0.13440 3.85256
N -1.58873 1.80120 -3.00310
N 2.07091 -0.02333 0.32957
N -2.51829 -0.16254 -2.88300
N -1.72172 -2.59700 -2.49715
N -0.13824 -3.56715 -1.37467
C 1.39040 -0.13579 2.68423
C -1.96309 2.87419 0.19682
C 3.82180 -0.10587 1.95432
C 2.48087 -0.08406 1.60608
C 0.00830 -3.95869 -2.69569
C -0.97928 -3.35064 -3.37998
C -4.77317 3.90874 -0.18797
C -1.25815 1.86871 0.23483
C -2.91009 5.24351 1.81968
C -1.20042 -2.72948 -1.26320
C 0.75605 -3.89177 -0.28146
C -1.33284 0.47796 -2.81231
C -2.94377 1.99120 -3.18078
C 2.99550 0.02106 -0.63905
C 4.35100 -0.00265 -0.37222
C -0.60006 2.85140 -2.87479
C 4.77142 -0.06813 0.95017
C -3.51030 0.77236 -3.10730
C -2.43072 5.57205 -1.13166
B -2.91378 -1.69761 -2.90215
H 5.06105 0.03355 -1.18842
H 0.19408 -4.28461 0.56103
H -0.18197 2.84465 -1.87029
H -3.83355 -1.84539 -2.13260
H -3.25188 4.59830 2.63504
H -4.54422 0.47858 -3.18143
H -3.20450 -1.99084 -4.04823
H -3.37158 2.97109 -3.31630
H -4.84770 3.39099 -1.14971
H 0.20018 2.70796 -3.59858
H -2.60489 5.19445 -2.14486
H 4.07039 -0.15050 3.00453
H 5.82742 -0.08517 1.18812
H -1.09431 3.80722 -3.04681
H -3.53022 6.14672 1.81010
H 1.28504 -3.00247 0.05687
H 0.80070 -4.61394 -3.01529
H -1.87911 5.53697 2.04027
H 1.47253 -4.63222 -0.63005
H -5.41127 4.79791 -0.22209
H -5.16387 3.23168 0.57838
H -1.20868 -3.37043 -4.43190
H -1.36250 5.78615 -1.03091
H 2.62306 0.08875 -1.65256
H -2.97868 6.51424 -1.02842
*
```

Total energy, hartree: -2474.39063
LUMO energy, Ha: 0.09386

These are the Löwdin partial charges, in e, on atoms 1 to 5: number 1, S, carries 0.6372; number 2, S, carries 0.6501; number 3, Si, carries 0.3674; number 4, Mg, carries 0.3535; number 5, O, carries -0.1188


# 2
A molecular structure, C19H25BrFNO3S2Y at a distorted geometry, computed with ωB97M-V with the def2-TZVPD basis set.

```
! wB97M-V def2-TZVPD RIJCOSX def2/J DEFGRID3
* xyz 1 1
Y -0.31459 0.78688 0.11915
Br -0.35854 2.39731 2.27036
S -2.49612 -0.16039 -3.18952
S 0.45321 -0.29541 -2.45044
F -2.22585 0.83839 -0.44872
O 1.93967 -0.02040 1.24450
O 1.81982 1.87983 -0.60221
O -0.49584 3.06464 -1.11932
N -0.65119 -0.97611 -4.74867
C -1.72168 3.78697 -0.93601
C 0.64641 3.89320 -0.99451
C 3.14401 0.68450 0.92625
C -2.15465 -3.34767 1.30901
C 0.57403 -2.40547 5.22222
C -0.74693 -2.89947 3.18888
C 1.83453 3.06892 -1.39833
C -1.84355 -1.33324 -5.51310
C -0.33738 -3.19937 4.47425
C 1.11838 -1.32653 4.62439
C -0.83062 -0.50778 -3.52251
C 0.77641 -0.90753 3.25071
C -2.96347 -0.48705 -4.91681
C -1.67002 -2.14725 0.74466
C -0.24561 -1.73140 2.54010
C -1.70573 -3.72667 2.53817
C -0.70805 -1.29438 1.29871
C 3.03608 1.15016 -0.49087
C 2.09536 -0.71929 2.47609
H 1.84635 -0.72603 5.16024
H 2.56254 -1.68913 2.27828
H 4.01014 0.02326 1.03121
H -3.91347 -1.01492 -4.93478
H 0.27452 -1.28226 -5.01032
H 2.75865 3.61923 -1.20465
H 3.88681 1.78398 -0.75080
H 0.35572 0.11639 3.33968
H -1.73049 4.24890 0.05347
H -2.04227 -2.40141 -5.40321
H -2.89236 -3.93662 0.78159
H -0.74700 -4.08953 4.94234
H -1.80813 4.54607 -1.71563
H -3.07320 0.46078 -5.44003
H 0.82380 -2.68294 6.23555
H -1.68809 -1.10947 -6.56638
H -2.07067 -4.61383 3.03972
H 2.76547 -0.13926 3.11757
H 3.01486 0.30262 -1.18337
H -2.11395 -1.85762 -0.20687
H -2.52369 3.06037 -1.00747
H 0.73574 4.23938 0.04078
H 1.78744 2.78913 -2.45424
H 0.56528 4.76161 -1.65691
H 3.24794 1.52594 1.61781
*
```

Total energy, hartree: -4527.98374
LUMO energy, Ha: -0.16509

These are the Löwdin partial charges, in e, on atoms 1 to 5: number 1, Y, carries 1.0396; number 2, Br, carries 0.0746; number 3, S, carries 0.9919; number 4, S, carries 0.6443; number 5, F, carries -0.5311


# 3
C19H25ClN4O7S in the gas phase, computed with ωB97M-V with the def2-TZVPD basis set.

```
! wB97M-V def2-TZVPD RIJCOSX def2/J DEFGRID3
* xyz 0 1
Cl -1.03822 -2.09163 -1.70315
S 0.82142 -1.63249 -4.36009
O 0.97738 -1.41634 -5.76473
O -4.16504 4.42283 -3.00295
O 1.42050 -0.28597 5.78787
O 1.14214 0.45026 -1.63995
O 0.53669 -2.95816 -3.90079
O -0.50391 -1.38768 5.33619
O -1.66250 2.75093 -4.92494
N 1.74052 -0.97781 0.00146
N 2.24191 -1.17133 -3.63507
N -3.15924 2.44423 -2.61481
N 0.33536 0.05405 3.83080
C 1.39390 0.87742 3.29100
C -2.29453 1.43122 -3.01512
C 2.83439 0.06252 -4.09464
C 2.10870 0.14865 2.15143
C -1.54338 1.61819 -4.18508
C -0.47028 -1.95618 6.64415
C -0.00827 -1.11841 1.71944
C -0.62621 0.64994 -4.55944
C 1.68836 -0.57511 -1.28170
C 1.09215 -0.26462 1.08363
C -2.88364 3.45350 -4.79616
C -1.04903 -1.00871 7.68486
C -3.45885 3.52297 -3.38671
C 0.49829 -0.52660 5.04440
C -0.46070 -0.49397 -3.80033
C -0.66268 -0.34339 2.86538
C 2.39528 -1.52690 -2.25125
C -2.14086 0.27588 -2.26547
C -1.22168 -0.68583 -2.66049
H 2.64138 0.12162 -5.16242
H 2.86805 0.79886 1.71652
H 3.46340 -1.56161 -2.00925
H 0.95686 1.81048 2.92016
H -3.65268 2.99013 -5.43594
H 2.16775 -1.86262 0.22637
H 0.65113 0.62766 0.62630
H -1.41522 -0.95247 3.36300
H -2.71676 0.13011 -1.36526
H -1.06633 -1.49878 8.65400
H 0.42914 -2.03820 2.11407
H -0.75329 -1.38503 0.96979
H 0.56522 -2.20563 6.89747
H 2.41470 0.93618 -3.58993
H -2.06172 -0.72097 7.41226
H -1.06535 -2.86874 6.56638
H -3.57488 2.39422 -1.69351
H -0.03581 0.77670 -5.45100
H 1.97511 -2.53046 -2.14717
H 3.91134 0.02388 -3.92553
H -0.43221 -0.11609 7.75159
H 2.08764 1.10152 4.10243
H -2.69879 4.46636 -5.15998
H -1.13777 0.56268 2.47237
H 2.60108 -0.74127 2.54951
*
```

SMILES: CCOC(=O)N1CCC(NC(=O)CN(C)S(=O)(=O)c2cc3c(cc2Cl)NC(=O)CO3)CC1
Total energy, hartree: -2343.15865
LUMO energy, Ha: 0.01353
Energy above the lowest of the compared OMol25 structures with the same formula, charge and spin, eV: 0.083

These are the Löwdin partial charges, in e, on atoms 1 to 5: number 1, Cl, carries 0.8222; number 2, S, carries 0.6587; number 3, O, carries -0.2760; number 4, O, carries 0.0934; number 5, O, carries 0.0908


# 4
A molecular structure, C19H25ClNNiO2Sc at a distorted geometry, computed with ωB97M-V with the def2-TZVPD basis set.

```
! wB97M-V def2-TZVPD RIJCOSX def2/J DEFGRID3
* xyz -2 3
Ni 2.05697 -0.31349 -0.27418
Sc 4.39146 1.56739 -1.79969
Cl 2.55457 1.32385 -3.14371
O -1.89244 -0.76417 -1.32167
O 0.00520 -0.83345 -0.05866
N -1.65805 -1.16476 2.51847
C 5.03516 3.47346 -2.76797
C -2.22998 -3.49231 2.51082
C -1.75865 -2.38601 0.38501
C 5.95826 0.82378 -3.18532
C -2.17766 -3.52098 -0.28840
C -1.84275 -2.34344 1.79004
C -0.68118 2.37179 2.48665
C -2.60297 2.10789 0.99769
C -1.16649 -1.20631 -0.40737
C -3.55472 2.72690 0.00494
C 3.31849 0.74733 0.64234
C -1.61218 2.90394 1.57661
C -2.70524 0.74601 1.31426
C -3.84310 -0.06207 0.82085
C -2.66552 -4.60735 0.43625
C -2.67126 -4.61743 1.83140
C -0.74007 1.01178 2.77745
C 2.21292 -1.48329 -2.01495
C -1.69370 0.18257 2.13981
H -3.65385 -0.39702 -0.20073
H 6.10430 3.65452 -2.98191
H -3.34446 3.79404 -0.13465
H 5.46832 0.77894 -4.17992
H 6.45075 -0.15770 -2.99695
H 4.56413 3.37228 -3.76154
H -4.59586 2.65156 0.34803
H -3.09640 -5.44841 2.40252
H 1.26651 -1.41935 -2.56457
H -2.26596 -3.44216 3.59764
H 3.44540 0.45499 1.73071
H 6.80883 1.52287 -3.31290
H -1.43982 -1.31372 3.50279
H -3.99086 -0.96074 1.41584
H 3.00795 -1.35747 -2.75618
H -1.59338 3.97435 1.32201
H 4.69107 4.44290 -2.34157
H -2.09414 -3.55507 -1.36653
H 0.07485 3.02116 2.94222
H -4.75458 0.52659 0.83035
H 2.28285 -2.50789 -1.61877
H -3.48344 2.22815 -0.97511
H 3.15355 1.84305 0.73107
H -3.02724 -5.47466 -0.09166
H -0.01558 0.57716 3.48912
*
```

⟨S²⟩: 2.011
Total energy, hartree: -3673.37758
LUMO energy (alpha / beta), Ha: 0.17048 / 0.17044
Energy above the lowest of the compared OMol25 structures with the same formula, charge and spin, eV: 0.686

These are the Löwdin partial charges, in e, on atoms 1 to 5: number 1, Ni, carries 0.4629; number 2, Sc, carries 0.5881; number 3, Cl, carries 0.0233; number 4, O, carries -0.0212; number 5, O, carries -0.0949


What is the formula in the first record? C19H25BMgN5O2S2Si


Among the records above, which one has the lowest total energy? C19H25BrFNO3S2Y


Which formula does entry 3 have? C19H25ClN4O7S